DFT (the ωB97M-V functional and the def2-TZVPD basis) results for C19H42NOP3PbS as an isolated structure in a non-equilibrium geometry.

Net charge = +4
HOMO-LUMO gap (spin up / spin down) = 2.044 / 4.381 eV
Lowest unoccupied orbital energy (spin up / spin down) = -16.5 / -15.6 eV
Energy relative to the best compared isomer or geometry (same formula, charge and spin) = 62.6 kcal per mole
M = 632.74 g/mol

```
68
Properties=species:S:1:pos:R:3:forces:R:3
Pb 0.2442 -1.1674 0.6262 -0.7319 -0.2639 0.5468
P -0.7303 2.0071 2.2455 -0.1814 2.1284 1.5139
P -2.6486 -0.5825 0.1303 -2.0647 -0.6967 -0.7016
P 2.5064 1.3097 0.6375 2.5223 2.0953 -0.3444
H 0.1149 -1.9914 -6.7752 0.6442 -0.2104 -0.1758
C 1.1679 -2.2731 -6.6233 -0.1016 0.5714 -0.4910
C 1.4818 -3.3977 -5.9715 0.1882 -0.5819 0.3149
H 0.6934 -4.0391 -5.5491 0.5352 0.1372 -0.3469
C -1.1845 3.6299 1.4667 0.1853 -0.5824 -0.9319
C -2.1928 1.9174 3.3691 0.1210 -1.0498 -0.4137
C 0.4175 2.7091 3.5191 0.3192 -0.6973 -0.2480
C -2.8903 -2.0102 -0.9932 0.7360 -0.1387 -0.0112
C -3.9228 -0.9731 1.3968 0.7139 -0.0210 0.9253
C -3.5091 0.7243 -0.8283 1.0325 0.7406 -0.0212
C 3.8575 0.7156 -0.4327 -0.8359 -1.2204 -0.5185
C 3.5072 1.3974 2.1793 -1.0254 -0.9371 1.1891
C 2.5685 3.0831 0.1773 -1.5463 0.0536 -0.2785
H 1.9298 -1.6127 -7.0561 -0.3448 -0.3322 0.0945
H 2.5263 -3.7155 -5.8705 -0.4760 0.0332 0.0042
H -1.4708 4.3650 2.2417 0.2057 -0.4787 -0.2675
H -2.0368 3.4483 0.7955 0.2517 0.3485 0.0954
H -0.3305 4.0040 0.8813 -0.4359 0.0702 0.1202
H -2.3160 2.8903 3.8749 0.0243 -0.4473 -0.2679
H -1.9717 1.1222 4.1001 -0.5304 0.3655 -0.1269
H -3.0719 1.6676 2.7535 0.0981 0.1323 0.5697
H -0.0966 3.5073 4.0814 0.2487 -0.3067 -0.3099
H 1.3198 3.1003 3.0252 -0.3244 0.0015 0.4349
H 0.6802 1.8899 4.2061 0.1824 0.4547 -0.0456
H -3.9647 -2.2043 -1.1411 0.3535 0.1067 0.1112
H -2.4080 -2.8978 -0.5496 -0.2951 0.1285 -0.3148
H -2.4127 -1.7662 -1.9525 -0.1858 -0.2318 0.1625
H -4.9202 -0.6157 1.1026 0.4024 0.0143 -0.1771
H -3.6500 -0.5099 2.3538 -0.2843 -0.1350 -0.1373
H -3.9623 -2.0583 1.5445 0.0391 0.1835 0.0072
H -4.4662 0.3532 -1.2294 0.3510 -0.1191 0.3318
H -2.8592 1.0228 -1.6640 -0.3189 0.0890 0.1644
H -3.6839 1.5970 -0.1826 -0.0391 -0.2063 -0.2920
H 4.6863 1.4386 -0.4258 -0.3770 -0.0930 0.1898
H 3.4591 0.6044 -1.4464 0.4920 -0.0832 0.0952
H 4.1911 -0.2558 -0.0419 0.1091 0.2337 -0.3770
H 4.4558 1.9034 1.9534 -0.2976 -0.0149 -0.3775
H 3.7282 0.3808 2.5216 0.0677 0.1716 0.0554
H 2.9930 1.9305 2.9859 0.1776 -0.1520 -0.2079
H 3.6201 3.3673 0.0566 -0.1187 -0.2502 0.1519
H 2.1000 3.6892 0.9593 0.1146 0.0009 -0.2233
H 2.0448 3.2473 -0.7728 0.1372 0.1426 0.2046
C 0.9962 -1.4853 -2.8107 1.1856 -0.7488 1.6377
C 1.0366 -0.1506 -3.2676 -0.7891 1.4010 -0.5149
C 0.1780 0.2375 -4.2907 0.8561 0.4586 0.3106
C -0.6557 -0.7196 -4.8869 -0.1921 -0.2489 -0.2679
C -0.8159 -2.0087 -4.3476 0.5971 -0.7740 0.9662
C 0.0593 -2.4060 -3.3274 -1.5166 -0.4897 -1.3769
S 2.0537 -2.0116 -1.5948 -0.8085 -0.0586 -0.8367
H 0.5955 0.2802 -0.6389 0.8272 1.0884 0.0959
H 1.7277 0.5237 -2.7600 -0.1787 -0.0245 -0.5366
H 0.1987 1.2546 -4.6942 0.0722 -0.3819 0.1632
H -1.1474 -0.5344 -5.8492 -0.0856 0.4207 0.5814
H -1.5510 -2.6950 -4.7964 0.4974 0.2675 0.3143
H 0.0994 -3.4193 -2.9382 -0.2365 0.0420 -0.1438
C -0.4149 -1.2501 4.6682 -0.4344 0.1587 0.6110
C 0.6241 -2.0633 3.9742 0.5790 -0.8301 1.0744
N 1.3531 -2.9390 4.6826 -0.8085 1.1538 -1.0091
O 0.8458 -1.9492 2.7328 0.1441 0.2363 -0.4213
H -0.5618 -1.6064 5.6903 -0.0329 0.0577 -0.0989
H -1.3923 -1.2954 4.1653 0.4016 -0.1368 -0.0494
H -0.1286 -0.1900 4.7483 0.1542 -0.3845 -0.1877
H 2.0654 -3.4514 4.1795 0.0301 -0.1698 0.2526
H 1.2403 -3.0730 5.6824 0.0003 0.0098 -0.2397
```
Forces are in eV/Å.